Molecular formula: C33H39BiCl3N6O4PS5Sb2Si
Method: DFT, ωB97M-V with the def2-TZVPD basis set

Summary:
- HOMO-LUMO gap: 6.66 eV
- Energy above the lowest of the compared OMol25 structures with the same formula, charge and spin: 1.097 eV
- F_max: 0.81 eV Å⁻¹
- Charge: -2
- 2S+1: 1

Last column: Löwdin charge in e.
Element x y z (Å)
Bi: 0.06277 -0.31075 -0.52222  0.95
S: -0.67632 -3.38734 -2.62943  -0.25
Sb: 1.29753 -3.93146 -1.23777  0.20
S: 0.57984 -2.45850 0.61817  -0.23
S: -0.98136 -1.32355 -2.60126  -0.21
S: 3.00634 -2.67763 -2.05137  -0.31
Cl: -4.15761 3.36021 0.93878  -0.02
Si: -2.01901 2.93883 0.97962  -0.50
Cl: -1.29037 4.98893 0.83113  -0.05
Cl: -1.85819 2.41241 -1.15545  -0.07
C: 2.06372 3.11706 3.56496  -0.10
N: 2.92202 1.95813 3.32449  -0.29
C: 2.70899 0.92682 4.33507  -0.11
P: 2.92939 1.38892 1.74381  0.53
O: 1.65462 0.73310 1.32752  -0.46
N: 3.23914 2.66668 0.75671  -0.29
C: 2.16625 3.36175 0.05911  -0.09
C: 4.47747 3.43206 0.81701  -0.11
N: 4.19351 0.32404 1.74799  -0.29
C: 5.43918 0.56918 2.45069  -0.13
C: 4.04362 -1.04126 1.26474  -0.13
H: 2.27548 3.51463 4.56051  0.08
H: 1.00004 2.85514 3.50859  0.08
H: 2.26745 3.89974 2.83782  0.07
H: 2.98838 1.31967 5.31650  0.08
H: 3.32867 0.05601 4.12155  0.07
H: 1.66525 0.60672 4.36588  0.07
H: 1.26620 2.75130 0.02917  0.05
H: 2.48571 3.57841 -0.96395  0.07
H: 1.91939 4.31170 0.54428  0.08
H: 5.28106 2.85035 1.25921  0.07
H: 4.34712 4.34746 1.40816  0.09
H: 4.80226 3.71557 -0.18649  0.03
H: 5.38557 1.49303 3.02235  0.07
H: 6.28404 0.63294 1.75764  0.09
H: 5.63421 -0.25293 3.14957  0.08
H: 3.02044 -1.23898 0.95805  -0.01
H: 4.29608 -1.73895 2.07116  0.09
H: 4.70789 -1.24901 0.42091  0.07
C: -7.25009 0.40382 2.68869  -0.11
C: -6.84959 0.35561 1.35998  -0.10
C: -5.52757 0.09445 1.04273  -0.16
C: -4.59121 -0.13104 2.04552  -0.37
C: -4.99431 -0.07994 3.37056  -0.12
C: -6.32048 0.18757 3.69132  -0.10
Sb: -2.59816 -0.66197 1.44794  1.37
C: -1.74137 -0.84606 3.39603  -0.37
C: -1.19365 -2.00232 3.94281  -0.14
C: -0.72036 -2.01329 5.24854  -0.09
C: -0.79142 -0.86847 6.02857  -0.11
C: -1.30539 0.29849 5.48436  -0.10
C: -1.76497 0.31123 4.17505  -0.16
C: -3.20249 -2.64422 0.90183  -0.38
C: -3.61126 -2.75051 -0.42651  -0.18
C: -4.02365 -3.96615 -0.95346  -0.11
C: -4.02943 -5.09908 -0.15792  -0.10
C: -3.62708 -5.00744 1.16677  -0.10
C: -3.21528 -3.79054 1.69099  -0.12
H: -8.28205 0.61825 2.93862  0.09
H: -7.56570 0.53572 0.56797  0.10
H: -5.22767 0.08836 0.00084  0.10
H: -4.28415 -0.25154 4.16978  0.08
H: -6.62155 0.22739 4.73143  0.09
H: -1.08121 -2.89195 3.33819  0.07
H: -0.29067 -2.92184 5.65234  0.10
H: -0.42471 -0.87995 7.04779  0.09
H: -1.33719 1.20858 6.07093  0.10
H: -2.15428 1.23468 3.75963  0.07
H: -3.57248 -1.88743 -1.08260  0.06
H: -4.30985 -4.02793 -1.99539  0.10
H: -4.32603 -6.05482 -0.57190  0.09
H: -3.62652 -5.88946 1.79668  0.09
H: -2.93639 -3.74689 2.73608  0.08
O: 8.32575 5.02750 -1.10414  -0.36
S: 7.13408 5.77467 -0.73206  0.41
O: 6.45037 5.27040 0.44599  -0.36
O: 7.26908 7.21644 -0.78789  -0.36
C: 6.00498 5.36985 -2.10759  -0.33
N: 6.05112 6.13699 -3.19694  0.12
C: 5.25077 5.78819 -4.19266  -0.13
C: 4.39459 4.70171 -4.13509  0.00
C: 4.41882 3.97552 -2.95364  -0.21
N: 5.22278 4.30812 -1.94680  0.14
C: 3.54812 2.79452 -2.71069  -0.17
C: 4.00304 1.77441 -1.88246  0.01
C: 3.14045 0.74282 -1.56700  -0.16
N: 1.88470 0.69610 -2.01024  -0.08
C: 1.45655 1.64764 -2.83525  -0.15
C: 2.25985 2.70389 -3.22661  -0.01
H: 5.29361 6.40887 -5.08393  0.10
H: 3.76308 4.42824 -4.96814  0.10
H: 4.99386 1.82074 -1.45408  0.13
H: 3.44478 -0.06882 -0.92127  0.04
H: 0.42359 1.57629 -3.15877  0.09
H: 1.85143 3.48223 -3.85659  0.12